(1)
{"formula": "C14H26HfN3O4", "method": "ωB97M-V with the def2-TZVPD basis set", "elements": ["Hf", "C", "O", "C", "O", "N", "N", "H", "H", "H", "H", "H", "H", "O", "C", "C", "C", "C", "C", "C", "C", "C", "N", "H", "H", "H", "H", "H", "H", "H", "H", "H", "H", "H", "C", "C", "C", "C", "O", "H", "H", "H", "H", "H", "H", "H", "H", "H"], "coordinates": [[-0.47, -0.41, -0.23], [2.14, -4.48, -0.52], [0.94, -4.17, -1.39], [0.30, -3.08, -1.25], [0.57, -2.16, -0.42], [-0.78, -3.00, -2.05], [-1.55, -1.84, -1.89], [2.85, -4.97, -1.20], [1.84, -5.14, 0.36], [2.63, -3.58, -0.18], [-0.93, -3.64, -2.85], [-2.50, -2.19, -1.74], [-1.59, -1.26, -2.70], [-2.48, 0.40, -0.16], [-3.43, 0.00, 0.94], [-2.83, -0.65, 2.17], [-2.16, 0.12, 3.28], [-0.80, 0.72, 2.95], [-0.19, 1.76, 3.73], [1.13, 2.10, 3.32], [1.84, 1.41, 2.33], [1.08, 0.49, 1.60], [-0.22, 0.26, 1.85], [-2.88, 0.95, -0.85], [-4.04, -0.72, 0.36], [-3.99, 0.90, 1.16], [-2.25, -1.59, 1.91], [-3.76, -1.13, 2.58], [-1.89, -0.58, 4.11], [-2.78, 0.88, 3.67], [-0.65, 2.25, 4.62], [1.58, 2.93, 3.83], [2.92, 1.51, 2.21], [1.58, 0.09, 0.70], [2.62, 1.09, -2.25], [1.32, 1.84, -2.02], [1.38, 2.95, -1.08], [0.62, 2.12, -3.33], [0.40, 0.76, -1.37], [3.44, 1.63, -2.68], [2.53, 0.19, -2.83], [3.04, 0.78, -1.27], [1.95, 3.80, -1.46], [1.82, 2.56, -0.17], [0.34, 3.27, -0.84], [1.14, 2.92, -3.82], [-0.36, 2.61, -3.14], [0.54, 1.28, -3.98]], "lowdin_charge": [1.766, 0.100, 0.085, -0.518, -0.062, 0.084, 0.031, 0.119, 0.144, 0.086, 0.226, 0.153, 0.126, -0.197, -0.114, -0.180, -0.095, -0.206, 0.091, 0.036, 0.015, -0.165, -0.050, 0.146, 0.143, 0.150, 0.132, 0.165, 0.170, 0.126, 0.160, 0.132, 0.147, 0.099, -0.007, -0.582, -0.014, -0.017, -0.337, 0.109, 0.086, 0.096, 0.136, 0.063, 0.117, 0.107, 0.109, 0.091], "total_charge": 3, "energy_ev": -28882.3277, "homo_energy_ev": -19.334, "e_above_lowest_kj_mol": 24.2, "orbital_gap_ev": 9.46}

=====

(2)
{"formula": "C34H91N8O10Ti", "method": "ωB97M-V with the def2-TZVPD basis set", "elements": ["Ti", "C", "C", "O", "O", "H", "H", "H", "C", "C", "C", "O", "C", "N", "H", "H", "H", "H", "H", "H", "H", "H", "H", "H", "H", "C", "C", "C", "O", "C", "N", "H", "H", "H", "H", "H", "H", "H", "H", "H", "H", "H", "C", "C", "C", "O", "C", "N", "H", "H", "H", "H", "H", "H", "H", "H", "H", "H", "H", "C", "C", "C", "O", "C", "N", "H", "H", "H", "H", "H", "H", "H", "H", "H", "H", "H", "C", "C", "C", "O", "C", "N", "H", "H", "H", "H", "H", "H", "H", "H", "H", "H", "H", "C", "C", "C", "O", "C", "N", "H", "H", "H", "H", "H", "H", "H", "H", "H", "H", "H", "C", "C", "C", "O", "C", "N", "H", "H", "H", "H", "H", "H", "H", "H", "H", "H", "H", "C", "C", "C", "O", "C", "N", "H", "H", "H", "H", "H", "H", "H", "H", "H", "H", "H"], "coordinates": [[0.45, 0.55, 0.07], [1.37, 3.23, 2.91], [1.00, 2.05, 2.04], [1.94, 1.46, 1.43], [-0.21, 1.65, 1.94], [0.56, 3.63, 3.52], [1.83, 3.97, 2.27], [2.20, 2.90, 3.53], [4.81, 2.93, -0.18], [5.30, 1.70, 0.57], [5.49, 2.11, 2.14], [6.05, 3.41, 2.21], [6.29, 3.80, 3.55], [4.43, 0.44, 0.57], [5.44, 3.77, -0.08], [3.81, 3.11, 0.14], [4.78, 2.68, -1.23], [6.30, 1.33, 0.14], [6.17, 1.40, 2.62], [4.49, 2.09, 2.58], [5.31, 3.88, 4.03], [6.64, 4.81, 3.69], [6.88, 3.09, 4.20], [3.58, 0.67, 1.09], [4.94, -0.21, 1.09], [3.74, 3.31, -4.44], [2.31, 3.25, -3.84], [1.75, 1.89, -4.11], [1.42, 1.69, -5.45], [0.21, 2.24, -5.91], [2.25, 3.61, -2.44], [4.23, 4.22, -4.11], [3.69, 3.18, -5.56], [4.27, 2.49, -3.98], [1.67, 3.99, -4.41], [0.87, 1.72, -3.52], [2.58, 1.21, -3.99], [0.38, 3.32, -6.03], [-0.50, 2.07, -5.15], [-0.05, 1.83, -6.90], [2.49, 2.76, -1.88], [2.97, 4.28, -2.28], [-0.70, -5.70, 2.14], [-1.15, -4.64, 1.15], [-2.49, -4.87, 0.44], [-2.52, -4.04, -0.72], [-3.78, -3.72, -1.24], [-0.86, -3.32, 1.57], [-1.14, -5.80, 3.15], [0.34, -5.60, 2.30], [-0.79, -6.64, 1.70], [-0.35, -4.80, 0.39], [-3.26, -4.54, 1.13], [-2.68, -5.93, 0.17], [-4.38, -3.55, -0.35], [-4.25, -4.52, -1.74], [-3.71, -2.81, -1.83], [-1.08, -2.68, 0.82], [-1.36, -2.95, 2.34], [-1.73, 2.38, 5.57], [-3.19, 2.06, 5.26], [-3.65, 2.89, 4.04], [-4.98, 2.70, 3.72], [-5.55, 3.29, 2.60], [-3.60, 0.70, 5.09], [-1.10, 2.03, 4.77], [-1.36, 1.79, 6.45], [-1.60, 3.43, 5.78], [-3.80, 2.38, 6.11], [-2.92, 2.62, 3.16], [-3.55, 3.98, 4.32], [-5.31, 2.78, 1.67], [-5.35, 4.35, 2.54], [-6.64, 3.23, 2.71], [-4.58, 0.59, 5.34], [-3.53, 0.29, 4.23], [1.69, -1.58, 3.17], [0.93, -1.49, 4.51], [1.70, -0.70, 5.53], [0.94, -0.52, 6.77], [1.74, -0.45, 7.89], [-0.39, -0.92, 4.22], [1.03, -2.10, 2.49], [2.59, -2.12, 3.31], [1.88, -0.57, 2.77], [0.83, -2.52, 5.05], [1.95, 0.31, 5.14], [2.65, -1.28, 5.74], [2.60, -1.17, 7.95], [1.04, -0.52, 8.77], [2.16, 0.58, 7.92], [-0.99, -0.88, 5.07], [-0.33, 0.00, 3.73], [2.64, -2.85, -0.18], [2.28, -2.22, -1.46], [1.06, -2.93, -1.99], [0.60, -2.32, -3.24], [0.33, -3.35, -4.19], [1.98, -0.79, -1.31], [2.73, -3.90, -0.34], [1.92, -2.63, 0.55], [3.52, -2.37, 0.28], [3.19, -2.26, -2.15], [0.31, -2.85, -1.22], [1.19, -3.96, -2.19], [0.14, -2.91, -5.14], [-0.60, -3.95, -4.03], [1.20, -3.99, -4.31], [1.55, -0.50, -2.18], [2.80, -0.24, -1.23], [-3.96, -0.10, -5.81], [-3.18, -0.88, -4.76], [-3.31, -2.42, -5.00], [-2.93, -2.82, -6.29], [-3.47, -4.08, -6.51], [-1.79, -0.52, -4.69], [-4.11, 0.98, -5.49], [-4.98, -0.52, -5.82], [-3.53, -0.20, -6.76], [-3.74, -0.75, -3.84], [-4.38, -2.77, -4.86], [-2.68, -2.94, -4.29], [-3.15, -4.35, -7.51], [-4.58, -4.15, -6.43], [-2.97, -4.77, -5.81], [-1.28, -1.19, -4.14], [-1.33, -0.48, -5.59], [-2.89, 0.20, 0.26], [-2.34, 0.12, -1.13], [-2.07, 1.42, -1.77], [-1.00, 2.04, -1.03], [-0.75, 3.40, -1.32], [-1.08, -0.64, -1.19], [-3.61, 1.08, 0.35], [-2.07, 0.32, 1.00], [-3.33, -0.77, 0.49], [-3.10, -0.34, -1.72], [-2.93, 1.99, -1.55], [-1.88, 1.33, -2.89], [0.07, 3.68, -0.70], [-1.67, 3.92, -1.04], [-0.49, 3.55, -2.38], [-0.70, -0.69, -2.11], [-1.20, -1.64, -1.03]], "mulliken_spin": [1.942, -0.004, 0.076, 0.130, 0.044, -0.001, -0.003, 0.002, 0.030, -0.008, 0.001, 0.000, 0.000, 0.009, 0.001, 0.000, -0.004, 0.000, 0.000, 0.000, 0.000, 0.000, 0.000, 0.018, -0.001, -0.004, -0.022, -0.015, 0.005, 0.002, -0.003, 0.000, 0.000, 0.001, -0.002, 0.129, -0.024, 0.000, 0.002, 0.000, 0.142, 0.000, 0.000, 0.015, -0.002, -0.003, -0.001, 0.007, 0.000, 0.000, 0.000, -0.002, -0.001, 0.000, 0.000, 0.000, 0.001, 0.054, 0.008, -0.001, 0.000, 0.000, 0.000, 0.000, 0.000, 0.002, 0.000, 0.000, 0.000, 0.001, 0.000, 0.000, 0.000, 0.000, 0.000, 0.000, 0.097, -0.025, 0.003, 0.000, 0.000, -0.007, 0.000, 0.007, -0.025, -0.001, -0.001, -0.001, 0.000, 0.000, 0.000, 0.003, 0.043, 0.002, 0.049, -0.027, -0.004, 0.002, 0.087, 0.000, 0.011, 0.007, -0.004, 0.063, 0.001, 0.000, 0.000, 0.000, 0.017, 0.015, 0.000, 0.000, 0.000, 0.000, 0.000, 0.000, 0.000, 0.000, 0.000, 0.001, 0.000, 0.001, 0.000, 0.000, 0.000, -0.002, 0.001, -0.084, 0.122, 0.035, -0.119, 0.097, 0.009, 0.004, 0.135, 0.008, -0.013, 0.000, 0.005, -0.052, 0.009, 0.012, 0.050, -0.052], "energy_ev": -92238.5095, "homo_energy_ev": [-3.593, -8.374], "orbital_gap_ev": [4.11, 8.88], "spin_multiplicity": 4}